C24H24ClNO6 | wB97M-V/def2-TZVPD

```
56
Properties=species:S:1:pos:R:3:nbo_charge:R:1
Cl 2.00 0.04 6.22 0.074
C 2.12 0.28 4.53 0.035
C 2.76 -0.69 3.74 -0.248
C 2.86 -0.50 2.36 -0.091
C 2.31 0.66 1.73 -0.091
C 2.44 0.85 0.32 0.298
C 1.96 2.06 -0.41 -0.502
C 2.44 1.87 -1.90 -0.477
C 3.15 0.56 -1.86 0.061
C 3.14 0.01 -0.59 -0.306
C 1.69 1.63 2.57 -0.096
C 1.59 1.45 3.94 -0.243
H 3.17 -1.58 4.21 0.243
H 3.37 -1.25 1.76 0.219
H 0.86 2.14 -0.39 0.304
H 2.38 2.98 0.02 0.254
H 1.56 1.84 -2.56 0.282
H 3.07 2.72 -2.20 0.251
H 3.62 0.12 -2.74 0.232
H 3.62 -0.92 -0.30 0.238
H 1.29 2.54 2.12 0.236
H 1.11 2.19 4.58 0.250
C -0.12 -4.75 -1.53 -0.623
C -0.20 -3.81 -0.36 -0.067
O -0.70 -2.56 -0.91 -0.510
C -0.73 -1.54 -0.05 0.778
C -1.23 -0.24 -0.55 -0.472
C -1.26 0.11 -1.98 0.777
O -1.36 1.25 -2.43 -0.706
O -1.15 -0.90 -2.85 -0.515
C -1.30 -0.51 -4.25 -0.067
C -1.14 -1.81 -4.98 -0.624
C -1.76 0.69 0.39 0.126
C -2.12 2.04 0.03 -0.313
C -2.78 2.89 0.89 -0.159
C -3.12 2.44 2.19 -0.055
N -3.91 3.27 3.04 0.506
O -4.24 2.84 4.17 -0.419
O -4.25 4.40 2.63 -0.419
C -2.70 1.17 2.62 -0.170
C -2.03 0.34 1.75 -0.275
O -0.32 -1.72 1.11 -0.705
H 0.21 -5.74 -1.21 0.208
H -1.09 -4.87 -2.02 0.217
H 0.59 -4.39 -2.29 0.206
H -0.90 -4.17 0.41 0.190
H 0.79 -3.63 0.09 0.181
H -2.29 -0.07 -4.40 0.194
H -0.52 0.23 -4.50 0.181
H -1.35 -1.70 -6.05 0.208
H -0.12 -2.20 -4.88 0.203
H -1.82 -2.56 -4.58 0.219
H -1.90 2.38 -0.98 0.262
H -3.06 3.89 0.58 0.238
H -2.93 0.85 3.64 0.237
H -1.69 -0.63 2.11 0.247
```

Properties
* orbital gap: 3.49 eV
* total energy: -51570.1014 eV
* ΔE to the lowest compared entry with this formula, charge and spin: 159.5 kcal/mol
* strongest force on any atom: 2.3 eV/A

C24H24F3OSi | wB97M-V/def2-TZVPD

```
53
Properties=species:S:1:pos:R:3:nbo_charge:R:1
C -3.21 -2.19 -1.36 -1.150
Si -2.28 -0.85 -2.25 1.855
C -1.53 -1.46 -3.84 -1.157
C -3.35 0.67 -2.45 -1.145
O -1.01 -0.23 -1.23 -0.727
C 0.25 -0.36 -0.87 0.763
C 0.93 0.88 -0.27 -0.494
C 0.94 -1.61 -1.14 -0.176
C 2.16 -1.65 -1.90 -0.153
C 2.79 -2.87 -2.15 -0.210
C 2.26 -4.08 -1.66 -0.136
C 1.04 -4.06 -0.98 -0.199
C 0.37 -2.86 -0.76 -0.179
H -4.11 -2.47 -1.95 0.270
H -2.62 -3.11 -1.24 0.243
H -3.56 -1.87 -0.37 0.256
H -2.31 -1.82 -4.53 0.273
H -0.98 -0.66 -4.36 0.255
H -0.83 -2.29 -3.68 0.253
H -4.24 0.46 -3.06 0.264
H -3.70 1.03 -1.47 0.260
H -2.80 1.48 -2.93 0.254
H 1.96 0.85 -0.61 0.254
H 0.41 1.75 -0.71 0.258
H 2.56 -0.71 -2.28 0.231
H 3.72 -2.89 -2.73 0.246
H 2.81 -5.02 -1.80 0.244
H 0.61 -4.99 -0.61 0.241
H -0.60 -2.86 -0.26 0.230
F 2.06 5.23 3.69 -0.317
C 2.48 4.13 2.98 0.442
C 3.84 4.03 2.68 -0.336
C 4.20 2.89 1.97 0.431
F 5.53 2.67 1.73 -0.318
C 3.27 1.96 1.49 -0.307
C 1.90 2.12 1.76 0.022
C 0.98 0.99 1.26 -0.232
C -0.44 0.90 1.78 -0.009
C -0.94 -0.39 1.89 -0.253
C -2.26 -0.62 2.24 -0.179
C -3.08 0.47 2.60 -0.305
C -2.53 1.74 2.51 0.491
F -3.29 2.81 2.93 -0.327
C -1.25 2.01 2.02 -0.317
C 1.52 3.19 2.58 -0.310
H 4.56 4.77 3.02 0.267
H 3.63 1.06 0.99 0.224
H 1.50 0.08 1.62 0.232
H -0.25 -1.23 1.72 0.210
H -2.64 -1.64 2.22 0.226
H -4.10 0.32 2.93 0.249
H -0.91 3.03 1.87 0.245
H 0.52 3.27 3.00 0.244
```

Properties
* orbital gap: 6.96 eV
* total energy: -43349.8722 eV
* total charge: +1
* strongest force on any atom: 3.3 eV/A

C24H24F8O24 | wB97M-V/def2-TZVPD

```
80
Properties=species:S:1:pos:R:3:lowdin_charge:R:1
C -18.39 -9.35 3.54 -0.010
C -18.89 -10.28 4.65 -0.315
O -17.86 -11.22 4.78 0.138
C -16.71 -10.57 4.40 -0.555
O -15.62 -11.04 4.49 0.164
O -17.00 -9.36 3.93 0.083
F -20.03 -10.86 4.22 0.075
H -18.81 -8.35 3.52 0.132
H -18.47 -9.71 2.52 0.124
H -19.13 -9.70 5.55 0.155
C -15.52 -9.48 7.95 -0.035
C -14.83 -10.38 9.00 -0.257
O -13.60 -10.70 8.34 0.150
C -13.38 -9.81 7.36 -0.577
O -12.43 -9.72 6.64 0.170
O -14.41 -8.97 7.21 0.064
F -15.63 -11.46 9.14 0.069
H -16.23 -8.67 8.13 0.124
H -16.01 -10.08 7.18 0.130
H -14.58 -9.93 9.96 0.170
C -18.99 -14.03 6.73 -0.024
C -19.54 -15.40 6.37 -0.300
O -20.95 -15.20 6.32 0.134
C -21.19 -13.88 6.12 -0.566
O -22.25 -13.35 5.99 0.186
O -20.02 -13.24 6.12 0.036
F -19.19 -16.35 7.27 0.077
H -18.06 -13.72 6.27 0.137
H -19.08 -13.76 7.79 0.145
H -19.21 -15.72 5.38 0.174
C -24.20 -12.70 0.52 -0.081
C -24.60 -12.60 1.97 -0.294
O -23.42 -12.13 2.57 0.145
C -22.37 -12.41 1.79 -0.540
O -21.24 -12.19 2.09 0.185
O -22.80 -12.88 0.59 0.078
F -24.92 -13.78 2.59 0.059
H -24.44 -11.82 -0.09 0.140
H -24.75 -13.48 0.00 0.142
H -25.40 -11.91 2.25 0.169
C -21.01 -7.99 9.22 -0.063
C -20.57 -9.38 8.84 -0.263
O -19.28 -9.18 8.31 0.131
C -19.22 -7.91 7.86 -0.542
O -18.39 -7.47 7.15 0.181
O -20.24 -7.13 8.39 0.060
F -21.30 -9.80 7.76 0.074
H -20.82 -7.80 10.28 0.145
H -22.07 -7.87 9.01 0.146
H -20.54 -10.18 9.58 0.176
C -18.58 -6.89 -0.32 -0.058
C -19.17 -7.54 -1.59 -0.267
O -18.48 -8.80 -1.60 0.136
C -18.09 -9.10 -0.33 -0.546
O -17.82 -10.17 0.09 0.192
O -18.21 -8.01 0.45 0.061
F -18.75 -6.90 -2.72 0.049
H -19.28 -6.31 0.27 0.137
H -17.77 -6.21 -0.61 0.143
H -20.25 -7.60 -1.67 0.171
C -20.93 -5.74 5.48 -0.025
C -22.21 -5.76 6.30 -0.305
O -22.62 -7.10 6.32 0.133
C -21.88 -7.82 5.45 -0.576
O -22.01 -8.98 5.24 0.182
O -20.94 -7.06 4.90 0.071
F -23.15 -4.95 5.72 0.064
H -20.04 -5.55 6.08 0.130
H -21.05 -5.10 4.62 0.143
H -22.07 -5.43 7.34 0.161
C -12.47 -11.86 3.86 -0.073
C -12.06 -11.74 2.40 -0.253
O -11.21 -12.88 2.19 0.114
C -10.85 -13.40 3.41 -0.556
O -10.01 -14.22 3.53 0.180
O -11.54 -12.78 4.39 0.087
F -11.23 -10.65 2.36 0.049
H -13.48 -12.28 3.94 0.120
H -12.62 -10.96 4.44 0.123
H -12.82 -11.72 1.63 0.166
```

Properties
* orbital gap: 10.59 eV
* total energy: -96157.1691 eV
* ΔE to the lowest compared entry with this formula, charge and spin: 44.5 kcal/mol
* strongest force on any atom: 2.7 eV/A
* structure (SMILES): O=C1OC[C@@H](F)O1.O=C1OC[C@@H](F)O1.O=C1OC[C@@H](F)O1.O=C1OC[C@@H](F)O1.O=C1OC[C@@H](F)O1.O=C1OC[C@@H](F)O1.O=C1OC[C@@H](F)O1.O=C1OC[C@@H](F)O1

C24H24FN3O4S | wB97M-V/def2-TZVPD

```
57
Properties=species:S:1:pos:R:3:nbo_charge:R:1
O 4.66 -1.34 2.20 -0.572
C 3.55 -1.05 1.82 0.673
N 2.69 -0.36 2.63 -0.637
C 1.35 -0.05 2.44 0.257
C 0.47 -0.93 1.80 -0.252
C -0.83 -0.56 1.57 -0.176
C -1.28 0.68 2.00 -0.369
C -0.45 1.53 2.71 -0.156
C 0.86 1.16 2.94 -0.269
H 1.52 1.82 3.48 0.221
H -0.85 2.46 3.08 0.244
S -2.90 1.23 1.50 2.322
O -3.82 0.14 1.42 -0.926
O -3.26 2.40 2.24 -0.927
N -2.60 1.66 -0.10 -0.863
C -1.50 2.44 -0.45 0.212
C -0.73 2.14 -1.57 -0.262
C 0.37 2.91 -1.89 -0.262
C 0.69 3.98 -1.08 0.370
C -0.07 4.31 0.03 -0.249
C -1.17 3.54 0.34 -0.260
H -1.79 3.79 1.18 0.249
H 0.20 5.17 0.63 0.232
F 1.78 4.73 -1.38 -0.324
H 0.97 2.70 -2.76 0.231
H -1.01 1.30 -2.19 0.210
H -2.80 0.89 -0.73 0.409
H -1.53 -1.22 1.07 0.245
H 0.82 -1.90 1.49 0.232
H 3.13 0.03 3.46 0.414
C 3.04 -1.38 0.46 -0.156
C 3.15 -2.68 -0.02 -0.167
C 2.60 -3.02 -1.24 -0.244
C 1.94 -2.06 -2.01 0.067
C 1.92 -0.74 -1.57 -0.238
C 2.46 -0.40 -0.34 -0.183
H 2.42 0.63 -0.01 0.226
H 1.47 0.02 -2.18 0.212
C 1.14 -2.48 -3.22 -0.252
N -0.24 -2.80 -2.89 -0.431
C -1.02 -1.67 -2.41 -0.261
C -2.48 -2.10 -2.26 -0.069
H -3.08 -1.29 -1.84 0.184
O -2.60 -3.18 -1.38 -0.520
C -1.86 -4.28 -1.85 -0.072
C -0.38 -3.93 -1.98 -0.257
H 0.17 -4.78 -2.39 0.205
H 0.02 -3.69 -0.98 0.174
H -2.00 -5.08 -1.12 0.196
H -2.24 -4.60 -2.83 0.168
H -2.87 -2.38 -3.25 0.171
H -0.94 -0.87 -3.15 0.199
H -0.65 -1.30 -1.44 0.175
H 1.58 -3.36 -3.68 0.206
H 1.12 -1.67 -3.96 0.204
H 2.66 -4.04 -1.59 0.216
H 3.65 -3.42 0.58 0.231
```

Properties
* orbital gap: 8.95 eV
* total energy: -51490.4705 eV
* ΔE to the lowest compared entry with this formula, charge and spin: 16.0 kcal/mol
* strongest force on any atom: 1.2 eV/A
* structure (SMILES): O=C(Nc1ccc(S(=O)(=O)Nc2ccc(F)cc2)cc1)c1ccc(CN2CCOCC2)cc1

C24H24MnN11O2S | wB97M-V/def2-TZVPD

```
63
Properties=species:S:1:pos:R:3:nbo_charge:R:1
Mn 0.85 -0.24 0.79 1.311
O 0.40 -2.13 -2.70 -0.403
C 0.81 -1.58 -1.73 0.629
N 0.03 -0.83 -0.80 -0.704
C -1.38 -0.70 -0.91 0.628
O -2.07 -1.19 -1.74 -0.404
C -1.89 0.20 0.18 0.078
C -3.18 0.68 0.20 -0.161
C -3.53 1.57 1.21 -0.070
C -2.58 1.93 2.15 -0.195
C -1.30 1.40 2.08 0.080
N -0.97 0.53 1.11 -0.482
C 2.25 -1.57 -1.32 0.090
C 3.25 -2.07 -2.11 -0.160
C 4.56 -1.94 -1.68 -0.072
C 4.82 -1.30 -0.47 -0.198
C 3.76 -0.84 0.29 0.076
N 2.49 -0.98 -0.13 -0.494
H -3.86 0.36 -0.57 0.288
H -4.53 1.98 1.25 0.274
H -2.81 2.63 2.94 0.276
H -0.54 1.66 2.80 0.238
H 2.98 -2.55 -3.05 0.288
H 5.38 -2.31 -2.28 0.273
H 5.83 -1.17 -0.11 0.274
H 3.92 -0.37 1.25 0.233
N 0.18 -2.21 1.54 -0.590
N 0.22 -2.44 2.93 -0.409
C 0.89 -1.59 3.71 0.363
N 1.01 -1.85 4.99 -0.693
S 1.58 -0.16 3.05 -0.032
H -0.77 -2.37 1.22 0.421
H 0.77 -2.91 1.08 0.417
H -0.13 -3.33 3.27 0.437
H 0.63 -2.68 5.43 0.443
H 1.51 -1.21 5.59 0.456
C 0.44 2.18 -1.94 -0.673
C 1.37 2.34 -0.79 0.462
N 1.49 1.58 0.31 -0.498
C 2.43 2.18 1.15 -0.117
C 2.84 3.32 0.56 0.021
N 2.17 3.40 -0.64 -0.285
C 2.28 4.53 -1.56 -0.025
N 1.47 5.60 -1.04 -0.248
N 0.86 5.48 0.19 -0.094
N 0.25 6.57 0.46 -0.166
C 0.43 7.44 -0.59 0.030
C -0.05 8.75 -0.77 -0.164
C 0.31 9.39 -1.93 -0.202
C 1.13 8.76 -2.90 -0.148
C 1.61 7.48 -2.74 -0.268
C 1.22 6.84 -1.57 0.148
H -0.12 1.26 -1.86 0.231
H 0.98 2.15 -2.89 0.270
H -0.25 3.02 -1.98 0.278
H 2.70 1.81 2.12 0.242
H 3.50 4.10 0.91 0.277
H 1.92 4.24 -2.54 0.227
H 3.33 4.81 -1.63 0.235
H -0.68 9.21 -0.03 0.248
H -0.04 10.40 -2.11 0.244
H 1.39 9.31 -3.79 0.241
H 2.27 7.04 -3.47 0.227
```

Properties
* 2S+1: 4
* orbital gap (alpha / beta): 3.19 / 3.93 eV
* total energy: -87894.0486 eV
* total charge: +3
* ΔE to the lowest compared entry with this formula, charge and spin: 15.5 kcal/mol
* strongest force on any atom: 1.0 eV/A

C24H24N2O3S | wB97M-V/def2-TZVPD

```
54
Properties=species:S:1:pos:R:3:nbo_charge:R:1
C -1.96 -3.84 -0.10 -0.638
C -2.51 -2.46 -0.15 0.013
C -1.92 -1.48 -0.94 -0.225
C -2.38 -0.18 -0.94 -0.268
C -3.45 0.21 -0.17 -0.012
C -4.05 -0.77 0.62 -0.192
C -3.59 -2.07 0.64 -0.181
H -4.06 -2.80 1.28 0.212
H -4.90 -0.50 1.23 0.212
C -4.00 1.61 -0.13 -0.657
H -3.81 2.05 0.84 0.223
H -5.08 1.59 -0.29 0.221
H -3.54 2.23 -0.90 0.256
S -1.31 0.91 -1.89 2.308
O -0.78 0.21 -3.02 -0.938
O -1.85 2.22 -2.10 -0.928
N 0.01 1.03 -0.83 -0.851
C -0.25 1.30 0.51 0.142
C -0.89 2.50 0.82 -0.239
C -1.19 2.81 2.14 -0.186
C -0.87 1.93 3.16 -0.231
C -0.25 0.73 2.86 -0.174
C 0.09 0.42 1.54 -0.107
C 0.67 -0.93 1.25 0.662
O 0.09 -1.95 1.58 -0.610
N 1.83 -0.97 0.54 -0.465
C 2.73 0.05 0.22 0.207
C 2.90 1.29 0.80 -0.252
C 3.91 2.11 0.30 -0.194
C 4.73 1.69 -0.73 -0.219
C 4.57 0.43 -1.28 -0.182
C 3.58 -0.39 -0.80 -0.066
C 3.20 -1.79 -1.20 -0.427
H 4.07 -2.44 -1.30 0.226
H 2.67 -1.78 -2.16 0.227
C 2.29 -2.23 -0.05 -0.028
C 3.03 -3.06 1.00 -0.619
H 2.37 -3.27 1.83 0.233
H 3.37 -4.00 0.56 0.213
H 3.90 -2.51 1.36 0.209
H 1.41 -2.79 -0.39 0.221
H 5.22 0.09 -2.08 0.216
H 5.50 2.35 -1.10 0.216
H 4.05 3.09 0.74 0.217
H 2.28 1.63 1.62 0.228
H 0.00 0.03 3.64 0.226
H -1.12 2.16 4.18 0.219
H -1.69 3.74 2.36 0.219
H -1.14 3.16 0.01 0.247
H 0.62 0.24 -0.99 0.413
H -1.08 -1.73 -1.59 0.229
H -1.56 -4.14 -1.07 0.215
H -2.72 -4.56 0.20 0.215
H -1.15 -3.87 0.63 0.247
```

Properties
* orbital gap: 9.05 eV
* total energy: -45236.4314 eV
* ΔE to the lowest compared entry with this formula, charge and spin: 4.4 kcal/mol
* strongest force on any atom: 1.1 eV/A
* structure (SMILES): Cc1ccc(C)c(S(=O)(=O)Nc2ccccc2C(=O)N2c3ccccc3C[C@H]2C)c1

C24H24N2O4S | wB97M-V/def2-TZVPD

```
55
Properties=species:S:1:pos:R:3:nbo_charge:R:1
C -6.61 1.61 3.75 -0.719
C -6.93 2.80 2.89 0.577
O -7.90 3.49 3.09 -0.536
C -6.01 3.09 1.76 -0.148
C -4.85 2.35 1.53 -0.241
C -4.02 2.66 0.46 0.229
C -4.35 3.72 -0.38 -0.248
C -5.50 4.46 -0.16 -0.200
C -6.32 4.15 0.91 -0.171
H -7.22 4.71 1.10 0.237
H -5.75 5.28 -0.81 0.218
H -3.71 3.97 -1.22 0.206
N -2.84 1.96 0.19 -0.619
C -2.35 0.84 0.80 0.674
O -2.91 0.25 1.71 -0.603
C -1.05 0.38 0.24 -0.163
C -0.07 1.26 -0.20 -0.186
C 1.14 0.78 -0.69 -0.246
C 1.38 -0.60 -0.74 0.165
C 0.40 -1.47 -0.28 -0.170
C -0.80 -0.99 0.21 -0.157
H -1.55 -1.66 0.57 0.235
H 0.57 -2.53 -0.32 0.214
N 2.58 -1.12 -1.21 -0.703
S 2.56 -2.38 -2.32 2.319
O 1.20 -2.58 -2.74 -0.930
O 3.54 -2.10 -3.33 -0.939
C 3.09 -3.82 -1.38 -0.863
H 2.58 -3.83 -0.43 0.236
H 2.82 -4.70 -1.96 0.253
H 4.16 -3.77 -1.24 0.257
C 3.83 -0.37 -1.15 -0.263
C 4.93 -1.26 -0.62 0.020
C 5.93 -1.70 -1.48 -0.208
C 6.93 -2.54 -1.03 -0.226
C 6.94 -2.96 0.29 -0.201
C 5.95 -2.52 1.15 -0.218
C 4.93 -1.67 0.72 -0.021
C 3.89 -1.21 1.68 -0.641
H 3.93 -0.12 1.80 0.220
H 2.89 -1.46 1.33 0.224
H 4.04 -1.66 2.66 0.222
H 5.96 -2.84 2.18 0.211
H 7.71 -3.62 0.65 0.216
H 7.70 -2.88 -1.71 0.218
H 5.91 -1.39 -2.51 0.227
H 4.10 -0.02 -2.15 0.225
H 3.70 0.48 -0.48 0.224
H 1.88 1.48 -1.04 0.218
H -0.21 2.33 -0.16 0.214
H -2.33 2.30 -0.61 0.401
H -4.58 1.52 2.17 0.258
H -5.64 1.75 4.24 0.234
H -7.38 1.50 4.51 0.237
H -6.55 0.71 3.15 0.235
```

Properties
* orbital gap: 8.91 eV
* total energy: -47283.6230 eV
* ΔE to the lowest compared entry with this formula, charge and spin: 27.5 kcal/mol
* strongest force on any atom: 1.0 eV/A
* structure (SMILES): CC(=O)c1cccc(NC(=O)c2ccc(N(Cc3ccccc3C)S(C)(=O)=O)cc2)c1

C24H24N4OSV | wB97M-V/def2-TZVPD

```
55
Properties=species:S:1:pos:R:3:nbo_charge:R:1
V 0.41 -1.31 0.41 0.998
C 1.77 0.11 -4.79 -0.620
C 0.36 0.46 -4.32 -0.232
N 0.38 1.33 -3.14 -0.254
C 0.55 2.77 -3.41 -0.226
C -0.79 3.45 -3.67 -0.622
C 0.29 0.89 -1.92 0.400
S 0.10 -0.91 -1.73 0.140
N 0.29 1.76 -0.90 -0.501
C 0.39 1.53 0.37 0.626
O 0.57 0.23 0.74 -0.415
C 0.27 2.53 1.37 -0.131
C 0.51 2.19 2.72 -0.146
C 0.38 3.14 3.71 -0.207
C -0.01 4.43 3.36 -0.062
C -0.24 4.79 2.03 -0.200
C -0.10 3.85 1.04 -0.118
H 1.71 -0.50 -5.69 0.264
H 2.32 -0.44 -4.03 0.209
H 2.34 1.01 -5.04 0.236
H -0.20 -0.45 -4.11 0.225
H -0.17 0.99 -5.11 0.255
H 1.18 2.86 -4.29 0.244
H 1.06 3.23 -2.57 0.239
H -1.27 3.09 -4.58 0.234
H -0.62 4.52 -3.79 0.262
H -1.48 3.30 -2.83 0.216
H 0.83 1.18 2.98 0.217
H 0.58 2.89 4.74 0.256
H -0.13 5.18 4.14 0.258
H -0.52 5.80 1.79 0.261
H -0.28 4.10 0.00 0.242
C -4.24 -1.85 3.62 -0.048
C -3.81 -0.81 2.78 -0.213
C -2.67 -0.97 2.03 -0.108
C -1.97 -2.19 2.09 0.042
C -2.39 -3.23 2.94 -0.132
C -3.52 -3.05 3.70 -0.185
N -0.85 -2.32 1.31 -0.144
N -0.30 -3.40 0.95 -0.054
C 1.01 -3.54 0.51 0.072
C 1.44 -4.85 0.21 -0.127
C 2.78 -5.05 -0.05 -0.131
C 3.70 -4.00 -0.01 -0.085
C 3.29 -2.69 0.26 -0.162
C 1.95 -2.48 0.47 -0.121
H -5.14 -1.73 4.20 0.263
H -4.38 0.10 2.73 0.261
H -2.33 -0.18 1.36 0.208
H -1.82 -4.15 2.98 0.254
H -3.85 -3.83 4.37 0.269
H 0.73 -5.66 0.27 0.277
H 3.14 -6.05 -0.26 0.278
H 4.75 -4.18 -0.22 0.274
H 4.00 -1.88 0.26 0.270
```

Properties
* orbital gap (alpha / beta): 5.42 / 5.41 eV
* total energy: -69777.5610 eV
* total charge: +3
* ΔE to the lowest compared entry with this formula, charge and spin: 14.1 kcal/mol
* strongest force on any atom: 5.0 eV/A